This record from the OMol25 dataset describes C28H24BIrN12 as an isolated structure in a non-equilibrium geometry. The level of theory is ωB97M-V/def2-TZVPD.

Structure (XYZ):
```
66
Properties=species:S:1:pos:R:3:forces:R:3
Ir 0.095 -0.071 -0.062 -0.741 0.418 1.174
C -1.841 3.788 0.153 -0.017 -0.037 -0.184
C -1.202 2.678 -0.366 -0.128 0.036 0.129
N -0.680 1.748 0.449 0.468 0.397 -0.231
C -0.798 1.957 1.788 0.252 -0.431 0.283
C -1.462 3.079 2.263 -0.237 0.303 -0.154
N -1.988 3.996 1.462 0.133 -0.205 0.199
C -0.124 0.951 2.620 -0.219 0.270 -0.155
C 0.053 0.985 3.988 -0.078 0.057 -0.043
C 0.863 0.037 4.618 0.080 -0.088 0.137
C 1.525 -0.885 3.802 -0.007 0.061 0.078
C 1.296 -0.904 2.442 0.243 -0.406 -0.368
N 0.420 -0.041 1.881 0.145 0.017 -0.019
C 1.995 -1.717 1.442 -0.236 0.415 0.480
C 2.818 -2.800 1.728 0.259 -0.203 -0.226
N 3.473 -3.463 0.788 -0.099 0.091 0.291
C 3.311 -3.035 -0.469 -0.067 0.144 -0.201
C 2.473 -1.991 -0.797 0.184 -0.155 0.054
N 1.798 -1.326 0.156 -0.325 0.012 -0.412
C 1.051 0.034 6.096 -0.029 0.013 -0.211
C 1.668 -1.030 6.745 -0.027 -0.028 0.043
C 1.807 -0.998 8.124 0.013 -0.002 0.077
N 1.377 0.000 8.891 -0.014 0.011 -0.160
C 0.787 1.016 8.267 0.014 0.001 0.088
C 0.604 1.081 6.895 0.038 0.024 0.024
H -2.253 4.534 -0.515 0.027 -0.002 0.003
H -1.098 2.511 -1.429 0.003 0.012 -0.011
H -1.565 3.244 3.329 -0.014 -0.014 0.009
H -0.430 1.762 4.561 0.011 0.002 -0.005
H 2.256 -1.561 4.219 -0.021 -0.017 0.001
H 2.937 -3.146 2.747 0.003 0.000 0.012
H 3.858 -3.559 -1.242 -0.008 0.005 0.005
H 2.316 -1.673 -1.818 -0.037 -0.044 -0.013
H 2.029 -1.898 6.212 -0.012 -0.008 0.005
H 2.286 -1.824 8.637 -0.005 -0.002 0.003
H 0.442 1.829 8.895 0.003 0.000 0.004
H 0.129 1.959 6.481 0.006 0.005 0.003
C -4.525 1.387 -1.286 0.022 -0.011 0.099
C -3.871 1.018 -0.119 -0.103 0.059 -0.003
N -2.982 0.067 -0.412 0.143 -0.136 0.094
N -3.036 -0.211 -1.727 -0.019 -0.026 0.031
C -3.965 0.591 -2.267 -0.059 -0.161 -0.017
B -2.070 -1.142 -2.582 0.134 -0.151 -0.001
N -1.585 -2.419 -1.900 -0.252 0.019 -0.100
C -1.973 -3.679 -2.216 -0.034 0.012 -0.005
C -1.203 -4.560 -1.498 0.007 0.041 0.010
C -0.341 -3.733 -0.758 -0.144 -0.094 0.038
N -0.581 -2.456 -1.004 0.360 -0.371 -0.303
N -0.886 -0.253 -3.010 0.132 -0.036 0.090
C -0.604 0.192 -4.245 0.008 -0.060 -0.006
C 0.547 0.950 -4.192 0.034 -0.002 0.021
C 0.919 0.918 -2.849 0.021 0.056 0.032
N 0.048 0.198 -2.143 -0.218 -0.128 -0.042
H -5.305 2.119 -1.396 -0.011 -0.007 0.000
H -3.994 1.347 0.900 0.015 0.036 -0.011
H -4.174 0.527 -3.321 -0.020 -0.013 0.003
H -2.700 -1.462 -3.550 -0.010 0.208 -0.009
H -2.756 -3.849 -2.935 0.000 -0.002 0.001
H -1.246 -5.635 -1.512 -0.007 -0.002 0.003
H 0.425 -4.018 -0.052 0.017 0.016 -0.023
H -1.238 -0.071 -5.074 0.010 -0.014 -0.004
H 1.051 1.440 -5.006 -0.002 0.008 0.002
H 1.760 1.378 -2.353 0.002 0.007 -0.011
C -1.979 -0.523 0.459 0.759 0.152 -0.782
H -2.037 -1.601 0.399 -0.197 -0.006 0.206
H -2.165 -0.154 1.466 -0.153 -0.043 -0.023
```
Forces are in eV/Å.

The total energy is -50817.6456 eV. For the HOMO-LUMO gap (spin up / spin down), the calculation gives 4.8035 / 7.0996 eV. For the HOMO energy (spin up / spin down), the calculation gives -8.60 / -10.69 eV. Its spin multiplicity is 2. As for the charge: +1.